Version P
# CH3BrFOP

A cluster of 2 separate species, CH3BrFOP in total (ωB97M-V/def2-TZVPD, the OMol25 dataset).

The value obtained for the LUMO energy (alpha / beta) is -2.0 / -2.0 eV. The value obtained for the frontier orbital gap (alpha / beta) is 7.98 / 7.99 eV.

The geometry in XYZ format:
```
8
CH3BrFOP | the OMol25 dataset | ωB97M-V/def2-TZVPD
C -1.081 0.238 0.346
O 0.271 0.677 0.192
F 1.075 -2.218 -0.632
P 1.219 0.410 -1.047
Br 3.025 0.690 0.163
H -1.174 -0.546 0.989
H -1.560 -0.262 -0.643
H -1.775 1.011 0.632
```

---

Version Q
# CH3BrFOP

A cluster of 2 separate species, CH3BrFOP in total (ωB97M-V/def2-TZVPD, the OMol25 dataset).

The value obtained for the LUMO energy (alpha / beta) is -2.7 / -2.1 eV. The value obtained for the frontier orbital gap (alpha / beta) is 5.89 / 7.05 eV.

The geometry in XYZ format:
```
8
CH3BrFOP | the OMol25 dataset | ωB97M-V/def2-TZVPD
C -0.910 0.792 0.126
O 0.375 0.285 0.586
F 2.486 -0.321 0.922
P 1.041 -1.131 0.726
Br 0.760 -2.240 -2.548
H -1.137 1.371 1.019
H -1.801 0.051 0.016
H -0.816 1.193 -0.847
```

---

Energies relative to the most stable structure are version P 0.0349; version Q 0.0000, reported in hartree.

---

Version P
# C4H6N2

An isolated molecule of C4H6N2 (ωB97M-V/def2-TZVPD, the OMol25 dataset).

The value obtained for the LUMO energy is 1.0 eV. The value obtained for the frontier orbital gap is 9.58 eV. Its SMILES is Cc1c[nH]cn1.

The geometry in XYZ format:
```
12
C4H6N2 | the OMol25 dataset | ωB97M-V/def2-TZVPD
C -1.895 -0.249 0.084
C -0.406 -0.115 0.030
C 0.390 0.978 0.205
N 1.686 0.549 -0.013
C 1.606 -0.779 -0.292
N 0.373 -1.212 -0.273
H -2.410 0.714 0.155
H -2.201 -0.872 0.930
H -2.246 -0.751 -0.822
H 0.201 1.977 0.575
H 2.513 1.118 -0.113
H 2.479 -1.405 -0.423
```

---

Version Q
# C4H6N2

An isolated molecule of C4H6N2 (ωB97M-V/def2-TZVPD, the OMol25 dataset).

The value obtained for the LUMO energy (alpha / beta) is -1.0 / 0.0 eV. The value obtained for the frontier orbital gap (alpha / beta) is 7.31 / 8.25 eV.

The geometry in XYZ format:
```
12
C4H6N2 | the OMol25 dataset | ωB97M-V/def2-TZVPD
C 1.418 0.508 -0.673
C 0.174 -0.084 -0.104
C -0.535 0.409 0.982
N -1.720 -0.093 1.224
N -1.550 -1.741 -0.233
C -0.543 -1.135 -0.719
H 1.250 1.481 -1.146
H 2.143 0.637 0.137
H 1.860 -0.171 -1.409
H -0.082 1.200 1.589
H -2.076 0.194 2.145
H -0.340 -1.207 -1.795
```

---

Version R
# C4H6N2

An isolated molecule of C4H6N2 (ωB97M-V/def2-TZVPD, the OMol25 dataset).

The value obtained for the LUMO energy is 1.1 eV. The value obtained for the frontier orbital gap is 10.07 eV. Its SMILES is Cc1cc[nH]n1.

The geometry in XYZ format:
```
12
C4H6N2 | the OMol25 dataset | ωB97M-V/def2-TZVPD
C 2.090 -0.478 0.207
C 0.624 -0.259 -0.013
C -0.317 -0.389 -1.124
C -1.438 0.187 -0.717
N -1.234 0.538 0.605
N 0.021 0.373 1.002
H 2.557 -0.580 -0.805
H 2.535 0.476 0.719
H 2.162 -1.479 0.867
H -0.165 -0.792 -2.158
H -2.382 0.699 -1.126
H -1.973 0.932 1.132
```

---

Energies relative to the most stable structure are version P 0.0000; version Q 0.1444; version R 0.0536, reported in hartree.

---

Version P
# C4H6N2

An isolated molecule of C4H6N2 (ωB97M-V/def2-TZVPD, the OMol25 dataset).

The value obtained for the LUMO energy is -0.7 eV. The value obtained for the frontier orbital gap is 8.80 eV.

The geometry in XYZ format:
```
12
C4H6N2 | the OMol25 dataset | ωB97M-V/def2-TZVPD
N 2.970 -0.907 -1.208
C 2.089 -0.623 -0.512
C 0.963 -0.139 0.303
C 0.750 1.314 0.023
C -1.606 0.001 0.089
N -0.314 -0.597 -0.283
H 1.047 -0.491 1.336
H -1.496 0.583 1.003
H 0.159 1.673 0.890
H -1.949 0.725 -0.653
H -2.401 -0.737 0.283
H -0.211 -0.802 -1.270
```

---

Version Q
# C4H6N2

An isolated molecule of C4H6N2 (ωB97M-V/def2-TZVPD, the OMol25 dataset).

The value obtained for the LUMO energy is 1.0 eV. The value obtained for the frontier orbital gap is 9.93 eV. Its SMILES is C#C[C@@H]1CN1N.

The geometry in XYZ format:
```
12
C4H6N2 | the OMol25 dataset | ωB97M-V/def2-TZVPD
C 1.461 -2.380 0.830
C 1.134 -1.244 0.585
C 0.683 0.035 0.193
C -0.907 0.599 0.688
N -0.527 0.086 -0.587
N -0.547 0.978 -1.708
H 1.714 -3.388 1.236
H 1.248 0.917 0.074
H -1.619 0.031 1.146
H -0.736 1.655 0.888
H -0.365 1.881 -1.242
H -1.538 0.830 -2.102
```

---

Version R
# C4H6N2

An isolated molecule of C4H6N2 (ωB97M-V/def2-TZVPD, the OMol25 dataset).

The value obtained for the LUMO energy (alpha / beta) is -0.4 / -0.6 eV. The value obtained for the frontier orbital gap (alpha / beta) is 7.59 / 7.14 eV.

The geometry in XYZ format:
```
12
C4H6N2 | the OMol25 dataset | ωB97M-V/def2-TZVPD
C -0.336 0.034 0.146
C 0.032 1.395 -0.134
C 1.030 -0.645 0.023
C 1.561 0.917 -0.005
N -1.509 -0.426 -0.072
N -2.505 0.355 0.110
H 1.318 -1.238 0.910
H 1.087 -1.301 -0.887
H 2.342 1.222 -0.765
H 1.871 1.123 1.140
H -1.446 -1.401 -0.356
H -3.446 -0.034 -0.111
```

---

Version S
# C4H6N2

An isolated molecule of C4H6N2 (ωB97M-V/def2-TZVPD, the OMol25 dataset).

The value obtained for the LUMO energy is -0.3 eV. The value obtained for the frontier orbital gap is 8.66 eV.

The geometry in XYZ format:
```
12
C4H6N2 | the OMol25 dataset | ωB97M-V/def2-TZVPD
C 0.059 1.860 0.408
C 0.049 0.350 0.097
C 0.891 -0.060 1.077
N 0.073 -2.220 -0.262
C -0.447 -1.448 -1.138
N -0.541 -0.077 -0.978
H 0.528 2.176 1.349
H -0.997 2.128 0.427
H 0.588 2.333 -0.417
H 0.571 -0.059 2.122
H 0.085 -3.187 -0.591
H -0.860 -1.795 -2.095
```

---

Energies relative to the most stable structure are version P 0.0343; version Q 0.0379; version R 0.1064; version S 0.0000, reported in hartree.

---

Version P
# C4H6N2

An isolated molecule of C4H6N2 (ωB97M-V/def2-TZVPD, the OMol25 dataset).

The value obtained for the LUMO energy is 0.8 eV. The value obtained for the frontier orbital gap is 11.20 eV. Its SMILES is N#CC1(N)CC1.

The geometry in XYZ format:
```
12
C4H6N2 | the OMol25 dataset | ωB97M-V/def2-TZVPD
N 0.656 2.369 -0.928
C 0.039 1.579 -0.354
C -0.257 0.186 -0.060
N -1.340 -0.401 -0.786
C 1.007 -0.637 0.059
C 0.179 -0.334 1.271
H -2.195 0.117 -0.615
H -1.142 -0.339 -1.783
H 1.969 -0.143 -0.064
H 0.941 -1.632 -0.369
H -0.433 -1.118 1.698
H 0.570 0.410 1.960
```

---

Version Q
# C4H6N2

An isolated molecule of C4H6N2 (ωB97M-V/def2-TZVPD, the OMol25 dataset).

The value obtained for the LUMO energy is 0.9 eV. The value obtained for the frontier orbital gap is 9.45 eV. Its SMILES is Cc1cnc[nH]1.

The geometry in XYZ format:
```
12
C4H6N2 | the OMol25 dataset | ωB97M-V/def2-TZVPD
C -0.839 0.375 1.542
C -0.178 0.152 0.160
C -0.596 0.488 -1.144
N 0.127 -0.294 -2.007
C 1.192 -0.699 -1.403
N 1.016 -0.620 -0.022
H -0.301 1.213 1.940
H -1.820 0.793 1.182
H -0.811 -0.432 2.282
H -1.631 1.009 -1.256
H 1.904 -1.515 -1.809
H 1.937 -0.472 0.535
```

---

Version R
# C4H6N2

A structure of composition C4H6N2 (ωB97M-V/def2-TZVPD, the OMol25 dataset).

The value obtained for the LUMO energy is -0.1 eV. The value obtained for the frontier orbital gap is 7.25 eV.

The geometry in XYZ format:
```
12
C4H6N2 | the OMol25 dataset | ωB97M-V/def2-TZVPD
N -0.863 -1.351 0.663
C 0.101 -0.060 -1.033
C -0.986 -0.114 -0.021
C -0.033 0.907 0.664
N 1.051 0.182 1.146
C 1.215 0.355 -0.286
H -1.034 -2.079 -0.030
H 0.051 -0.098 -2.120
H -1.967 0.305 -0.277
H -0.188 1.975 0.793
H 0.529 -0.812 1.185
H 2.124 0.790 -0.683
```

---

Version S
# C4H6N2

An isolated molecule of C4H6N2 (ωB97M-V/def2-TZVPD, the OMol25 dataset).

The value obtained for the LUMO energy is 1.0 eV. The value obtained for the frontier orbital gap is 10.75 eV. Its SMILES is N#CCN1CC1.

The geometry in XYZ format:
```
12
C4H6N2 | the OMol25 dataset | ωB97M-V/def2-TZVPD
N 2.296 1.500 -0.725
C 1.762 0.512 -0.448
C 1.059 -0.721 -0.053
N -0.207 -0.512 0.651
C -1.409 -0.372 -0.153
C -0.860 0.787 0.586
H 0.911 -1.328 -0.955
H 1.728 -1.288 0.602
H -2.280 -0.908 0.220
H -1.304 -0.366 -1.240
H -0.384 1.572 0.000
H -1.313 1.123 1.515
```

---

Energies relative to the most stable structure are version P 0.0029; version Q 0.0000; version R 0.1633; version S 0.0175, reported in hartree.

---

Version P
# C4H6N2

A cluster of 2 separate species, C4H6N2 in total (ωB97M-V/def2-TZVPD, the OMol25 dataset).

The value obtained for the LUMO energy is 0.7 eV. The value obtained for the frontier orbital gap is 10.88 eV.

The geometry in XYZ format:
```
12
C4H6N2 | the OMol25 dataset | ωB97M-V/def2-TZVPD
C -1.664 0.843 -1.374
C -1.019 0.454 -0.200
C 0.237 -0.259 -0.528
C 1.615 -0.208 1.003
N -2.316 1.236 -2.214
N -0.920 -1.018 -0.063
H -1.197 0.997 0.748
H 0.458 -0.338 -1.518
H 1.032 0.305 1.742
H 2.532 0.371 0.493
H 1.989 -1.193 0.972
H -0.748 -1.192 0.941
```

---

Version Q
# C4H6N2

An isolated molecule of C4H6N2 (ωB97M-V/def2-TZVPD, the OMol25 dataset).

The value obtained for the LUMO energy is 0.6 eV. The value obtained for the frontier orbital gap is 9.56 eV.

The geometry in XYZ format:
```
12
C4H6N2 | the OMol25 dataset | ωB97M-V/def2-TZVPD
C 1.369 -0.189 0.073
C -0.069 0.229 -0.256
C -1.655 -1.487 0.468
N -1.140 -0.292 0.625
C -0.231 1.677 -0.410
N -0.443 2.803 -0.581
H 1.987 -0.021 -0.818
H 1.404 -1.259 0.303
H 1.799 0.374 0.904
H -0.324 -0.201 -1.226
H -0.986 -1.935 -0.306
H -1.604 0.381 1.231
```

---

Energies relative to the most stable structure are version P 0.0497; version Q 0.0000, reported in hartree.

---

Version P
# C6H12N2

A cluster of 2 separate species, C6H12N2 in total (ωB97M-V/def2-TZVPD, the OMol25 dataset).

The value obtained for the LUMO energy is 1.0 eV. The value obtained for the frontier orbital gap is 8.72 eV. Its SMILES is C=CN(C)C=C.C=N.

The geometry in XYZ format:
```
20
C6H12N2 | the OMol25 dataset | ωB97M-V/def2-TZVPD
C 1.778 1.797 -0.481
C 0.684 1.350 0.128
N -0.311 0.587 -0.442
C -0.330 0.455 -1.882
C -1.345 0.019 0.313
C -1.549 0.117 1.630
H 2.032 1.561 -1.500
H 2.495 2.383 0.068
H 0.495 1.611 1.171
H -0.205 1.432 -2.360
H -1.267 0.009 -2.205
H 0.491 -0.198 -2.208
H -2.157 -0.338 -0.316
H -0.778 0.388 2.331
H -2.489 -0.200 2.050
C 0.448 -2.079 1.119
N 0.946 -2.040 -0.042
H -0.382 -2.705 1.467
H 1.031 -1.600 1.899
H 0.411 -2.550 -0.742
```

---

Version Q
# C6H12N2

A cluster of 2 separate species, C6H12N2 in total (ωB97M-V/def2-TZVPD, the OMol25 dataset).

The value obtained for the LUMO energy is 0.9 eV. The value obtained for the frontier orbital gap is 10.03 eV. Its SMILES is Cc1c[nH]cn1.CC.

The geometry in XYZ format:
```
20
C6H12N2 | the OMol25 dataset | ωB97M-V/def2-TZVPD
C 0.661 1.642 -1.578
C 0.301 1.418 -0.167
C 0.600 1.950 1.021
N -0.087 1.104 2.078
C -0.789 0.154 1.343
N -0.772 0.345 0.032
H 0.162 2.529 -1.820
H 0.386 0.674 -2.087
H 1.769 1.863 -1.632
H 1.219 2.584 1.575
H -0.509 1.274 3.033
H -1.272 -0.558 1.981
C -0.435 -2.429 -0.545
C 0.406 -3.063 -1.616
H -1.288 -1.890 -0.846
H -0.761 -3.212 0.079
H 0.215 -1.786 0.105
H 0.955 -2.278 -2.145
H -0.391 -3.515 -2.378
H 1.063 -3.854 -1.390
```

---

Version R
# C6H12N2

A structure of composition C6H12N2 (ωB97M-V/def2-TZVPD, the OMol25 dataset).

The value obtained for the LUMO energy is 0.9 eV. The value obtained for the frontier orbital gap is 9.39 eV.

The geometry in XYZ format:
```
20
C6H12N2 | the OMol25 dataset | ωB97M-V/def2-TZVPD
C 1.173 -0.935 0.316
C -0.090 -0.096 0.742
C -0.005 0.590 2.100
C -1.242 -0.939 0.545
C -1.834 -1.486 -0.668
C -0.003 0.767 -0.405
H 1.249 -2.285 0.612
H 1.286 -0.806 -1.121
H 2.018 -0.276 1.029
H 1.131 0.916 2.346
H -0.269 -0.256 2.827
H -0.442 1.678 2.130
H -1.578 -1.324 1.534
H -2.727 -2.155 -0.393
H -1.399 -1.293 -1.670
H -0.508 1.960 -0.692
H 1.634 1.509 -3.030
H 0.219 2.407 -2.229
N 0.762 0.564 -1.455
N 0.625 1.459 -2.517
```

---

Energies relative to the most stable structure are version P 0.0121; version Q 0.0000; version R 0.2286, reported in hartree.

---

Version P
# C3H5N3

An isolated molecule of C3H5N3 (ωB97M-V/def2-TZVPD, the OMol25 dataset).

The value obtained for the LUMO energy is 0.8 eV. The value obtained for the frontier orbital gap is 9.21 eV.

The geometry in XYZ format:
```
11
C3H5N3 | the OMol25 dataset | ωB97M-V/def2-TZVPD
C 0.320 -0.107 -1.583
N -0.060 0.023 -0.186
C 0.708 -0.344 0.879
C 0.120 0.092 2.054
N -1.000 0.675 1.515
N -1.158 0.633 0.176
H -0.574 -0.154 -2.206
H 0.942 0.746 -1.872
H 0.904 -1.028 -1.684
H 1.553 -1.001 0.760
H -1.754 0.466 2.146
```

---

Version Q
# C3H5N3

An isolated molecule of C3H5N3 (ωB97M-V/def2-TZVPD, the OMol25 dataset).

The value obtained for the LUMO energy is 0.1 eV. The value obtained for the frontier orbital gap is 7.21 eV.

The geometry in XYZ format:
```
11
C3H5N3 | the OMol25 dataset | ωB97M-V/def2-TZVPD
N -1.708 0.106 0.021
C -0.245 0.109 0.004
C 0.723 -0.868 -0.023
N 1.856 -0.131 -0.023
N 1.638 1.217 0.003
C 0.307 1.412 0.021
H -2.145 -0.299 0.852
H -2.164 -0.268 -0.815
H 0.743 -1.950 -0.043
H 2.802 -0.482 -0.039
H -1.806 1.152 0.041
```

---

Energies relative to the most stable structure are version P 0.0000; version Q 0.0223, reported in hartree.